i:
Entry from OMol25: 2 unconnected molecules or ions with the total composition C11H14N2O (ωB97M-V/def2-TZVPD).

The LUMO energy is 0.78 eV. As for the highest occupied orbital energy: -8.0 eV. Its SMILES is Cc1ccc(O)cc1.Cc1c[nH]cn1. The HOMO-LUMO gap is 8.79 eV.

Structure (ORCA input):
```
! RIJCOSX wB97M-V def2-TZVPD def2/J DEFGRID3
* xyz 0 1
C -4.4610 -1.4339 1.3512
C -3.3894 -0.5821 0.9374
C -2.1001 -1.1452 1.2545
C -0.9902 -0.4221 0.8839
C -1.0968 0.7886 0.3270
O -0.0534 1.7503 -0.1532
C -2.3235 1.3657 0.0238
C -3.5015 0.7476 0.3346
H -4.0961 -2.2106 2.1453
H -4.8750 -1.9390 0.4422
H -5.2176 -0.8697 1.8763
H -2.0120 -2.1952 1.4604
H -0.0783 -0.8270 1.1641
H 0.7704 1.5269 0.3696
H -2.4904 2.3994 -0.4673
H -4.5804 1.1363 0.2890
C 2.0021 0.7088 -2.2473
C 2.9622 0.2324 -1.2545
C 4.2742 -0.3709 -1.3411
N 4.8114 -0.3400 -0.0950
C 3.8802 0.0985 0.8275
N 2.7716 0.4798 0.1292
H 2.2099 -0.1313 -3.0333
H 2.4079 1.7035 -2.6370
H 0.9579 0.9530 -2.2589
H 4.7073 -0.8266 -2.2782
H 5.6770 -0.7986 0.0834
H 3.8338 0.2013 1.8663
*
```


ii:
Entry from OMol25: 2 unconnected molecules or ions with the total composition C11H14N2O (ωB97M-V/def2-TZVPD).

The LUMO energy is 0.51 eV. As for the highest occupied orbital energy: -7.2 eV. Its SMILES is Cc1c[nH]c2ccccc12.CC(N)=O. The HOMO-LUMO gap is 7.72 eV.

Structure (ORCA input):
```
! RIJCOSX wB97M-V def2-TZVPD def2/J DEFGRID3
* xyz 0 1
C 0.4835 -4.1225 1.2699
C 0.0540 -2.7164 0.6596
C 0.4454 -2.3118 -0.6309
N 0.2223 -0.9689 -0.7170
C -0.1861 -0.4865 0.5018
C -0.4859 0.8758 0.8431
C -0.8711 1.0809 2.1554
C -0.9191 0.0195 3.1096
C -0.7479 -1.3326 2.7656
C -0.3363 -1.5398 1.4107
H 0.7939 -4.1837 2.2499
H 1.2255 -4.7826 0.7574
H -0.6227 -4.5290 1.3245
H 0.9093 -2.9275 -1.4124
H 0.5056 -0.3330 -1.4245
H -0.3629 1.7069 0.0363
H -1.2374 2.1292 2.5387
H -1.2434 0.1429 4.1830
H -0.6379 -2.1347 3.3571
C -0.9376 3.0733 -2.6201
C 0.5285 2.5389 -2.4214
N 1.6101 3.3416 -2.5438
O 0.6903 1.3719 -2.1977
H -0.9547 4.0322 -1.9588
H -1.7828 2.2550 -2.4487
H -1.0897 3.3143 -3.6348
H 2.4739 2.8720 -2.5449
H 1.5106 4.3810 -2.8760
*
```


Structures ranked by computed energy, the most stable listed first: ii, i.


i:
Entry from OMol25: C4H8O2S in the gas phase (ωB97M-V/def2-TZVPD).

The LUMO energy is 0.92 eV. As for the highest occupied orbital energy: -8.8 eV. Its SMILES is CC1OCSCO1. The HOMO-LUMO gap is 9.71 eV.

Structure (ORCA input):
```
! RIJCOSX wB97M-V def2-TZVPD def2/J DEFGRID3
* xyz 0 1
C -1.7618 0.6737 1.6627
C -0.5384 -0.0908 1.2166
O -0.9104 -0.8820 0.1112
C 0.2125 -1.4438 -0.5369
S 1.0615 -0.1566 -1.5445
C 0.5479 1.2075 -0.4276
O 0.5423 0.7766 0.9018
H -2.5771 -0.0405 1.9315
H -1.5414 1.2612 2.5640
H -2.1284 1.3252 0.8669
H -0.1310 -0.7414 2.0167
H 0.9172 -1.8639 0.1903
H -0.1574 -2.2471 -1.2158
H 1.2833 2.0107 -0.5187
H -0.4653 1.5641 -0.7170
*
```


ii:
Entry from OMol25: C4H8O2S in the gas phase (ωB97M-V/def2-TZVPD).

The LUMO energy is 0.71 eV. As for the highest occupied orbital energy: -9.0 eV. Its SMILES is OCC1(CO)CS1. The HOMO-LUMO gap is 9.69 eV.

Structure (ORCA input):
```
! RIJCOSX wB97M-V def2-TZVPD def2/J DEFGRID3
* xyz 0 1
O 1.3829 1.7297 0.2526
C 0.7760 0.9277 -0.8224
C -0.3716 0.0727 -0.2451
C 0.1320 -0.9598 0.8238
O 1.0962 -1.8194 0.2217
C -1.6954 0.5908 -0.0070
S -1.5684 -0.7890 -1.3669
H 2.0243 1.1210 0.6370
H 0.3062 1.6307 -1.5214
H 1.5654 0.2817 -1.4042
H 0.5590 -0.5135 1.6767
H -0.7537 -1.4244 1.1631
H 0.6925 -2.6725 0.2258
H -2.2568 0.2794 0.8249
H -1.8885 1.5449 -0.4587
*
```


iii:
Entry from OMol25: C4H8O2S in the gas phase (ωB97M-V/def2-TZVPD).

The LUMO energy is 0.62 eV. As for the highest occupied orbital energy: -9.2 eV. Its SMILES is O=C(O)CCCS. The HOMO-LUMO gap is 9.82 eV.

Structure (ORCA input):
```
! RIJCOSX wB97M-V def2-TZVPD def2/J DEFGRID3
* xyz 0 1
O -1.7110 -1.3194 1.3959
C -0.5482 -1.1604 1.6760
O -0.0621 -1.0763 2.9176
C 0.4572 -0.6972 0.5519
C 0.1320 0.5832 -0.2021
C 0.4101 0.4859 -1.7685
S -0.0037 2.0282 -2.5745
H -0.6894 -0.7190 3.5645
H 0.5952 -1.5229 -0.1213
H 1.2784 -0.6433 1.2637
H -0.7603 1.2676 0.0079
H 1.0374 1.1484 0.1192
H -0.3379 -0.2680 -1.9995
H 1.4318 0.1093 -1.7787
H -1.2297 1.7839 -3.0522
*
```


Structures ranked by computed energy, the most stable listed first: i, iii, ii.


i:
Entry from OMol25: 2 unconnected molecules or ions with the total composition C2H3N2O2 (ωB97M-V/def2-TZVPD).

The LUMO energy (spin up / spin down) is 4.03 / 4.07 eV. As for the highest occupied orbital energy (spin up / spin down): -1.1 / -1.2 eV. The HOMO-LUMO gap (spin up / spin down) is 5.16 / 5.30 eV.

Structure (ORCA input):
```
! RIJCOSX wB97M-V def2-TZVPD def2/J DEFGRID3
* xyz -1 1
C -0.7110 0.1231 0.9521
C 0.6750 0.2577 0.3681
N 1.2818 -1.4443 -1.9566
N -0.0821 1.3132 0.4529
O -0.2392 2.5629 0.4549
O 0.3769 -2.2652 -2.1411
H -1.5520 -0.2616 0.3743
H -0.8206 -0.0195 2.0266
H 1.0712 -0.2664 -0.5311
*
```


ii:
Entry from OMol25: 2 unconnected molecules or ions with the total composition C2H3N2O2 (ωB97M-V/def2-TZVPD).

The LUMO energy is 4.56 eV. As for the highest occupied orbital energy: -3.8 eV. The HOMO-LUMO gap is 8.33 eV.

Structure (ORCA input):
```
! RIJCOSX wB97M-V def2-TZVPD def2/J DEFGRID3
* xyz -1 1
C 1.6053 -1.5951 -0.2145
C -0.6071 2.0792 -0.6527
N 1.2625 -2.6191 -0.6001
N 0.1940 1.2487 -0.0296
O 1.4592 1.4376 0.0642
O -0.1350 0.0710 0.3454
H 1.7586 -0.5330 -0.1605
H -1.6949 2.0101 -0.5731
H -0.2100 3.0689 -0.8026
*
```


iii:
Entry from OMol25: 2 unconnected molecules or ions with the total composition C2H3N2O2 (ωB97M-V/def2-TZVPD).

The LUMO energy (spin up / spin down) is 4.12 / 4.10 eV. As for the highest occupied orbital energy (spin up / spin down): -1.5 / -1.5 eV. The HOMO-LUMO gap (spin up / spin down) is 5.66 / 5.59 eV.

Structure (ORCA input):
```
! RIJCOSX wB97M-V def2-TZVPD def2/J DEFGRID3
* xyz -1 1
C -0.8628 -0.1324 0.2434
C 0.4411 0.6846 0.2981
N 3.0338 1.1714 -0.3337
N -0.6395 1.2625 -0.0092
O -1.3822 2.2419 -0.1908
O 3.8351 0.3713 0.2130
H -1.1652 -0.7425 -0.7613
H -1.2755 -0.4961 1.2289
H 1.5141 0.8137 -0.0296
*
```


Structures ranked by computed energy, the most stable listed first: ii, i, iii.


i:
Entry from OMol25: C6H14 in the gas phase (ωB97M-V/def2-TZVPD).

The LUMO energy is 1.22 eV. As for the highest occupied orbital energy: -10.8 eV. Its SMILES is CCC(C)CC. The HOMO-LUMO gap is 11.98 eV.

Structure (ORCA input):
```
! RIJCOSX wB97M-V def2-TZVPD def2/J DEFGRID3
* xyz 0 1
C 0.2605 1.7702 -1.8312
C -0.2088 1.3707 -0.4402
C 0.1142 -0.0833 -0.0611
C 1.5355 -0.1761 0.4843
C -0.9319 -0.6326 0.9290
C -0.9950 -2.1573 0.9883
H 1.2246 1.3300 -2.1155
H -0.4201 1.5308 -2.6396
H 0.4539 2.8466 -1.8668
H -1.2955 1.5203 -0.4539
H 0.1798 2.0577 0.3131
H -0.1024 -0.6285 -0.9919
H 2.1480 0.7240 0.3770
H 2.0581 -1.0392 0.0763
H 1.5178 -0.2159 1.5809
H -0.6162 -0.3475 1.9398
H -1.9009 -0.1920 0.7049
H 0.0004 -2.6007 1.0686
H -1.5993 -2.4526 1.8434
H -1.4226 -2.6245 0.0948
*
```


ii:
Entry from OMol25: 2 unconnected molecules or ions with the total composition C6H14 (ωB97M-V/def2-TZVPD).

The LUMO energy is 1.13 eV. As for the highest occupied orbital energy: -9.5 eV. Its SMILES is C=CC.CCC. The HOMO-LUMO gap is 10.66 eV.

Structure (ORCA input):
```
! RIJCOSX wB97M-V def2-TZVPD def2/J DEFGRID3
* xyz 0 1
C 1.3374 -0.5015 0.8461
C 1.9622 -1.5940 0.4145
C 2.0705 -2.0028 -1.0652
H 1.4552 -0.1897 1.8785
H 0.7586 0.0902 0.1503
H 2.1666 -2.3977 1.1282
H 1.8929 -1.0385 -1.5695
H 1.2472 -2.6526 -1.3410
H 3.1102 -2.2517 -1.2227
C -1.9586 0.4698 -1.0510
C -2.0939 1.2682 0.2284
C -0.9207 2.1093 0.8063
H -1.0401 -0.1093 -0.9715
H -2.7660 -0.2486 -1.1685
H -2.0803 1.0806 -1.9496
H -2.9248 1.9872 0.2026
H -2.3375 0.6034 1.0685
H -0.3650 2.6811 0.0611
H -0.2483 1.4780 1.3852
H -1.3366 2.7320 1.6038
*
```


Structures ranked by computed energy, the most stable listed first: i, ii.